{
  "formula": "C11H32NO7Y2",
  "method": "ωB97M-V with the def2-TZVPD basis set",
  "species": ["Y", "Y", "C", "C", "O", "H", "H", "H", "H", "H", "O", "H", "O", "H", "O", "H", "H", "O", "H", "H", "O", "H", "H", "C", "C", "C", "C", "C", "C", "N", "O", "C", "C", "C", "H", "H", "H", "H", "H", "H", "H", "H", "H", "H", "H", "H", "H", "H", "H", "H", "H", "H", "H"],
  "coordinates": [[5.527, 0.455, -0.541], [2.376, 2.690, -1.310], [3.015, -1.199, 2.257], [4.238, -2.061, 1.718], [5.155, -1.297, 1.013], [2.421, -0.808, 1.431], [3.268, -0.474, 3.032], [2.241, -1.928, 2.497], [3.855, -2.799, 1.013], [4.613, -2.822, 2.402], [4.725, 2.583, -1.454], [5.186, 3.349, -1.847], [3.195, 0.705, -0.577], [2.734, 0.057, -0.010], [4.472, -0.975, -2.114], [4.785, -1.308, -2.955], [3.525, -1.106, -2.142], [5.080, 1.710, 1.409], [4.210, 2.042, 1.630], [5.635, 1.987, 2.138], [0.536, 1.502, -0.439], [-0.397, 1.681, -0.557], [0.570, 0.594, -0.138], [-0.833, -1.149, 1.423], [-2.157, -0.731, 0.778], [-2.563, 0.587, 1.564], [-3.738, 1.390, 0.903], [-3.303, 1.607, -0.545], [-2.964, 0.411, -1.374], [-1.919, -0.357, -0.664], [-1.226, -1.405, -1.389], [-4.133, -0.470, -1.775], [-2.233, 0.956, -2.637], [-3.223, -1.853, 1.034], [-0.021, -0.565, 0.990], [-0.624, -2.184, 1.149], [-0.782, -1.010, 2.502], [-2.762, 0.505, 2.632], [-1.771, 1.318, 1.404], [-3.926, 2.404, 1.255], [-4.657, 0.856, 1.147], [-2.421, 2.245, -0.602], [-3.978, 2.230, -1.132], [-4.950, -0.456, -1.053], [-4.544, 0.048, -2.642], [-3.838, -1.462, -2.117], [-2.633, 1.778, -3.231], [-1.240, 1.312, -2.362], [-2.157, 0.189, -3.408], [-2.924, -2.717, 0.441], [-4.243, -1.712, 0.679], [-3.312, -2.252, 2.045], [-1.892, -2.092, -1.468]],
  "forces_ev_per_angstrom": [[-2.14, -2.96, 2.97], [1.97, -3.20, 1.02], [0.83, -2.13, -0.74], [-1.88, 0.14, -0.85], [1.55, 3.29, -2.43], [0.37, 0.91, -0.52], [-0.26, -0.16, -0.08], [0.15, -0.07, 1.25], [-0.79, 0.08, -0.51], [0.75, 0.98, 0.96], [-1.84, 0.42, -0.21], [0.06, -0.50, 0.22], [-0.67, 2.01, -0.39], [0.29, 0.14, 0.01], [0.67, 0.49, -0.24], [0.40, -0.46, -0.47], [-0.42, -0.12, 0.29], [0.14, 0.31, -0.51], [-0.30, -0.16, 0.18], [0.55, -0.05, 0.52], [2.11, 1.93, -0.79], [-1.55, -0.21, -0.03], [-0.36, -1.03, 0.30], [0.00, -0.70, -0.75], [-1.36, 0.90, 1.52], [-0.85, 1.47, -1.52], [0.73, -0.68, -0.13], [-1.13, 0.22, -0.11], [1.15, -1.01, -1.29], [1.67, 0.54, 2.02], [-1.18, 1.24, 0.63], [-0.66, 1.20, -0.76], [-0.10, -0.48, -0.79], [0.32, -0.57, -1.09], [0.25, 0.20, 0.00], [0.19, -0.07, 0.27], [-0.32, -0.12, -0.09], [0.30, -0.68, -0.11], [0.83, -0.17, 0.49], [0.44, -0.13, 0.79], [-0.26, -0.09, -0.92], [0.56, 0.25, 0.66], [-0.57, -0.23, 0.10], [0.26, -0.43, 0.16], [-0.34, -0.30, -0.23], [-0.11, -0.02, 0.25], [-0.91, 0.22, 0.67], [0.37, -0.26, 0.04], [0.45, -0.30, 0.24], [0.26, -0.30, -0.03], [0.11, 0.79, 0.11], [0.41, 0.52, 0.20], [-0.13, -0.67, -0.28]],
  "mulliken_charge": [1.691, 1.681, 0.128, -0.560, -0.623, -0.613, 0.271, 0.380, 0.296, 0.393, -0.689, 0.232, -0.260, 0.010, -0.490, 0.332, 0.263, -0.362, 0.246, 0.297, -0.664, 0.316, 0.228, -0.975, 1.505, -1.100, -0.889, -1.226, 1.120, 0.870, -0.521, -1.611, -1.242, -1.599, -0.515, 0.439, 0.419, 0.612, 0.113, 0.457, 0.389, 0.353, 0.427, 0.378, 0.537, 0.257, 0.401, -0.034, 0.410, 0.449, 0.301, 0.417, 0.357],
  "e_homo_ev": -16.069,
  "total_charge": 3,
  "energy_ha": -1095.445514,
  "multiplicity": 1
}